# 1
85
Properties=species:S:1:pos:R:3:forces:R:3:lowdin_charge:R:1 method="wB97M-V/def2-TZVPD" lumo_ev=-0.1 homo_energy_ev=-6.5
Cs -1.0269 -0.8806 -0.6615 -0.183 -0.255 -0.279 0.914
C 0.8837 -4.1415 -3.5369 0.000 -0.016 0.005 -0.376
Se 1.2524 -2.2375 -3.4910 0.004 0.094 -0.005 0.891
C 1.0345 -1.8550 -5.3915 0.085 -0.006 -0.013 -0.575
C -0.3695 -2.0235 -5.9445 -0.019 0.014 0.020 -0.574
Se -1.7079 -0.8745 -5.1075 0.003 -0.020 -0.004 0.866
C -2.4703 -2.2254 -3.9395 -0.064 0.002 0.023 -0.446
H 1.6219 -4.6646 -4.1406 0.011 0.013 0.005 0.028
H -0.1180 -4.3423 -3.9128 -0.003 0.021 -0.007 0.016
H 0.9470 -4.4650 -2.5007 0.006 -0.022 -0.005 0.002
H 1.7361 -2.4756 -5.9538 0.009 -0.004 0.029 0.063
H 1.3590 -0.8187 -5.4923 0.004 -0.001 -0.013 0.053
H -0.7178 -3.0513 -5.8435 -0.019 -0.001 -0.009 0.054
H -0.3817 -1.7831 -7.0083 0.036 -0.008 -0.006 0.055
H -2.8781 -3.0403 -4.5337 -0.009 0.010 -0.008 0.028
H -3.2753 -1.7484 -3.3841 -0.012 -0.022 0.018 -0.026
H -1.7128 -2.6027 -3.2551 0.010 0.016 -0.010 -0.033
C -0.5241 3.8563 -2.9366 0.009 0.002 -0.002 -0.069
C -0.2766 4.7747 -1.9277 -0.003 0.002 0.007 -0.089
C 0.1326 4.3183 -0.6875 0.014 -0.017 -0.003 -0.032
C 0.2979 2.9456 -0.4730 0.024 0.006 -0.046 -0.273
N 0.0610 2.0626 -1.4579 -0.004 0.017 0.026 0.061
C -0.3387 2.5142 -2.6454 -0.010 -0.022 -0.018 -0.165
C 0.6978 2.4042 0.8585 0.071 0.042 -0.080 -0.280
C 1.6019 3.1493 1.6300 -0.046 0.023 -0.004 -0.081
C 1.9719 2.6946 2.8834 0.004 0.006 0.058 -0.128
C 1.4662 1.4840 3.3383 0.014 -0.050 0.021 -0.112
C 0.5844 0.7577 2.5439 -0.035 0.123 0.029 -0.182
C 0.1272 1.1858 1.2827 -0.003 -0.024 -0.018 -0.227
H -0.8554 4.1627 -3.9191 -0.005 -0.002 -0.002 0.103
H -0.4121 5.8359 -2.1027 0.000 0.000 0.000 0.106
H 0.3023 5.0103 0.1264 0.004 -0.001 0.003 0.107
H -0.5354 1.7576 -3.3992 0.006 0.004 0.004 0.076
H 2.0243 4.0769 1.2536 -0.006 -0.002 -0.005 0.101
H 2.6478 3.2719 3.5025 0.004 0.013 -0.034 0.083
H 1.7663 1.1106 4.3125 -0.011 -0.009 0.000 0.093
H 0.2252 -0.1878 2.9511 -0.023 0.009 0.001 0.072
N -2.9743 2.4120 -0.3521 0.005 0.035 -0.089 0.148
C -3.7463 2.2331 -1.4293 0.065 -0.047 0.019 -0.882
S -3.5691 0.9466 -2.5043 -0.010 0.099 0.163 0.547
N -4.7409 3.1334 -1.6358 0.001 -0.021 -0.013 0.042
C -4.9815 4.3355 -0.9234 -0.004 0.010 0.012 -0.247
C -3.9650 5.2658 -0.7257 0.005 -0.004 -0.004 -0.031
C -4.2324 6.4399 -0.0381 0.003 0.003 -0.002 -0.073
C -5.5125 6.7074 0.4258 -0.001 -0.009 -0.002 -0.089
C -6.5285 5.7889 0.2042 -0.004 0.007 0.005 -0.081
C -6.2642 4.6004 -0.4584 0.000 0.005 0.010 -0.021
H -2.1216 1.8842 -0.2274 0.010 -0.059 0.089 0.024
H -3.1258 3.1835 0.2766 0.013 0.006 -0.001 0.107
H -5.3811 2.8711 -2.3675 0.007 0.006 -0.007 0.121
H -2.9752 5.0719 -1.1210 -0.007 -0.011 0.002 0.101
H -3.4363 7.1561 0.1190 -0.003 0.004 0.003 0.106
H -5.7187 7.6285 0.9541 0.003 0.002 0.000 0.103
H -7.5303 5.9905 0.5600 0.000 0.002 0.001 0.105
H -7.0474 3.8691 -0.6144 0.002 -0.001 0.000 0.116
C 5.5923 2.6943 2.7592 -0.012 -0.019 -0.024 -0.064
O 4.8953 1.8463 1.8645 0.022 0.007 0.041 -0.072
C 5.6001 1.2928 0.8542 0.015 -0.057 -0.032 -0.221
C 6.9589 1.4876 0.6302 0.009 0.007 0.008 -0.016
C 7.5801 0.8694 -0.4472 0.008 -0.002 0.004 -0.080
C 6.8582 0.0674 -1.3154 -0.026 0.001 0.009 -0.080
C 5.5020 -0.1213 -1.0975 0.043 0.026 -0.049 -0.022
C 4.8770 0.4656 -0.0105 -0.034 0.033 -0.048 -0.168
N 3.4836 0.2779 0.1901 0.041 0.027 0.103 0.154
C 2.8265 -0.8694 0.1103 0.056 -0.216 -0.316 0.002
C 3.2704 -2.1875 0.1736 -0.108 0.074 0.011 -0.122
C 4.5688 -2.5931 0.6136 0.049 -0.025 0.032 -0.037
C 4.8813 -3.9012 0.7792 -0.007 0.033 -0.005 -0.092
C 3.8943 -4.8956 0.5096 -0.029 0.000 -0.011 -0.074
C 2.6428 -4.5708 0.1049 0.008 -0.043 0.006 -0.014
C 2.2438 -3.1955 -0.0974 0.084 0.123 0.007 -0.397
O 1.0919 -2.9042 -0.4890 0.036 -0.058 0.035 -0.245
H 6.0153 3.5556 2.2361 -0.003 0.007 0.009 0.100
H 6.3884 2.1519 3.2750 -0.002 0.004 0.007 0.099
H 4.8556 3.0318 3.4804 0.014 0.006 0.019 0.076
H 7.5369 2.1144 1.2932 -0.001 -0.001 -0.008 0.103
H 8.6391 1.0260 -0.6058 -0.001 0.004 0.000 0.105
H 7.3402 -0.4023 -2.1614 0.001 -0.002 -0.001 0.104
H 4.9149 -0.7410 -1.7641 -0.004 0.005 0.008 0.129
H 2.9157 1.1021 0.3729 -0.014 0.018 -0.040 0.141
H 1.7687 -0.7513 -0.0766 -0.081 0.117 0.368 0.072
H 5.3081 -1.8388 0.8457 -0.009 -0.030 0.003 0.108
H 5.8618 -4.1943 1.1278 0.000 0.000 0.001 0.097
H 4.1547 -5.9394 0.6444 -0.003 -0.002 -0.002 0.104
H 1.8935 -5.3303 -0.0806 -0.001 0.003 -0.002 0.110

# 2
85
Properties=species:S:1:pos:R:3:forces:R:3:lowdin_charge:R:1 method="wB97M-V/def2-TZVPD" spin_multiplicity=3 lumo_ev="0.6 / 0.6" s_squared=2.008 homo_energy_ev="-6.9 / -7.0"
Ni -0.8014 -0.6389 0.5069 -0.014 -0.698 0.278 0.528
C 0.3785 -3.5203 2.3917 0.048 -0.008 -0.047 -0.067
C 0.4568 -2.2282 3.1830 -0.155 0.000 0.007 -0.252
N 0.6787 -1.0336 2.3441 0.101 0.141 -0.126 -0.181
C 2.0195 -1.0953 1.7169 0.041 -0.117 0.038 -0.262
C 3.2201 -1.2216 2.6514 -0.014 -0.001 -0.002 -0.062
C 0.5904 0.1891 3.1738 -0.020 0.010 0.130 -0.172
C -0.6962 1.0124 3.0411 0.078 -0.009 -0.052 -0.240
N -1.2454 0.9307 1.7104 -0.049 -0.005 -0.041 -0.074
C -2.1880 1.8159 1.3201 -0.012 0.076 0.044 -0.184
C -2.7881 1.6532 0.0501 -0.011 -0.023 -0.051 -0.145
F -2.4327 0.5540 -0.6761 0.013 0.065 -0.012 0.035
C -3.7012 2.5137 -0.5012 -0.004 0.014 0.029 -0.233
F -4.1841 2.2424 -1.7243 0.004 0.010 -0.011 0.088
C -4.1389 3.6348 0.1805 0.030 -0.001 -0.013 0.049
C -3.6128 3.8094 1.4429 -0.010 -0.003 0.010 -0.228
F -4.0026 4.8674 2.1759 -0.004 -0.006 -0.005 0.082
C -2.6949 2.9445 2.0076 0.031 -0.008 -0.014 -0.136
F -2.2927 3.2332 3.2716 0.035 -0.008 0.003 0.056
H -0.0960 -4.2972 2.9919 0.024 -0.006 0.001 0.079
H 1.3675 -3.8820 2.1044 -0.005 0.013 -0.015 0.073
H -0.2076 -3.3760 1.4856 -0.085 0.010 -0.048 0.049
H 1.2499 -2.3011 3.9370 -0.027 0.040 0.037 0.109
H -0.4655 -2.0807 3.7440 -0.114 0.047 -0.098 0.102
H 2.1262 -0.1979 1.1104 0.004 0.015 -0.011 0.082
H 2.0193 -1.9402 1.0360 -0.021 -0.005 -0.024 0.076
H 3.2563 -0.4303 3.4016 -0.012 0.006 -0.004 0.074
H 4.1276 -1.1479 2.0502 0.010 0.014 0.006 0.080
H 3.2511 -2.1815 3.1673 -0.004 -0.011 0.003 0.069
H 1.4338 0.8333 2.9249 -0.037 0.003 -0.139 0.108
H 0.7152 -0.0756 4.2300 0.096 0.060 -0.001 0.123
H -0.4198 2.0322 3.3180 -0.005 0.021 0.070 0.112
H -1.4202 0.7156 3.8228 -0.015 -0.044 0.019 0.102
H -4.8492 4.3257 -0.2450 -0.014 -0.002 0.003 0.129
C 2.6543 -2.2721 -1.3714 -0.035 0.007 -0.023 -0.051
C 3.2628 -0.9043 -1.5579 0.015 -0.021 0.053 -0.265
C 4.6326 -0.8404 -1.8009 0.028 0.010 0.025 -0.051
C 5.2730 0.3574 -2.0720 -0.006 -0.016 -0.003 -0.082
C 4.5334 1.5275 -2.1203 -0.018 0.002 0.002 -0.080
C 3.1696 1.4847 -1.8748 0.037 0.010 0.003 -0.094
C 2.5210 0.2882 -1.5710 -0.068 0.011 -0.041 -0.291
P 0.6974 0.2358 -1.2683 0.232 0.265 -0.130 1.136
C 0.1281 1.9201 -1.7002 0.003 -0.009 0.098 -0.309
C -0.6690 2.1241 -2.8233 -0.062 -0.008 -0.007 -0.077
C -1.2282 3.3649 -3.0900 -0.012 -0.001 -0.003 -0.079
C -0.9900 4.4223 -2.2292 0.013 -0.001 0.003 -0.075
C -0.1992 4.2289 -1.1065 -0.005 -0.002 -0.016 -0.044
C 0.3624 2.9900 -0.8153 -0.016 0.007 0.005 -0.281
C 1.1683 2.8342 0.4470 0.024 0.000 -0.043 -0.042
C 0.2321 -0.8501 -2.6438 -0.066 -0.016 0.048 -0.344
C 0.7776 -0.7018 -3.9210 0.033 -0.028 -0.005 -0.095
C 0.5719 -1.6702 -4.8839 0.001 0.007 -0.005 -0.087
C -0.1654 -2.8067 -4.5565 -0.007 0.003 -0.001 -0.084
C -0.7052 -2.9501 -3.2925 0.012 0.001 0.001 -0.046
C -0.5362 -1.9684 -2.3062 -0.001 -0.034 -0.029 -0.321
C -1.1538 -2.0887 -0.9504 0.080 0.305 0.083 -0.223
H 2.5267 -2.7551 -2.3437 -0.018 0.007 -0.007 0.097
H 1.6718 -2.2542 -0.9028 0.023 0.018 -0.003 0.041
H 3.3141 -2.9002 -0.7698 0.007 -0.008 -0.011 0.087
H 5.2042 -1.7618 -1.7856 0.002 -0.002 -0.004 0.113
H 6.3389 0.3730 -2.2594 0.003 -0.002 0.004 0.102
H 5.0095 2.4708 -2.3546 -0.002 0.004 0.001 0.103
H 2.5988 2.4011 -1.9412 -0.022 0.009 -0.007 0.097
H -0.8845 1.2958 -3.4850 0.018 -0.001 -0.001 0.100
H -1.8579 3.4950 -3.9602 0.001 0.001 -0.005 0.106
H -1.4234 5.3950 -2.4234 -0.010 0.002 0.007 0.105
H -0.0244 5.0533 -0.4253 0.001 0.005 0.002 0.111
H 1.2592 3.7909 0.9610 -0.021 -0.006 0.010 0.086
H 2.1765 2.4642 0.2523 -0.007 -0.008 0.013 0.067
H 0.6704 2.1282 1.1120 -0.004 -0.036 0.007 0.045
H 1.3931 0.1624 -4.1464 -0.014 0.008 0.000 0.115
H 0.9950 -1.5564 -5.8734 0.002 0.001 -0.001 0.100
H -0.3191 -3.5805 -5.2988 0.004 -0.007 0.001 0.100
H -1.2795 -3.8366 -3.0492 -0.007 -0.003 -0.001 0.109
H -1.2006 -3.1327 -0.6311 0.032 -0.058 -0.030 0.039
H -2.1942 -1.7600 -1.0715 -0.046 -0.111 -0.046 0.032
N -2.8819 -1.4648 2.8040 -0.046 0.054 -0.006 0.006
C -3.9735 -2.1268 3.2274 -0.017 0.036 -0.004 -0.089
C -4.4328 -2.8521 2.1552 -0.014 0.022 -0.015 -0.058
C -3.5426 -2.5448 1.1130 0.075 -0.122 -0.014 -0.132
N -2.5988 -1.7063 1.5170 -0.083 0.099 0.139 0.015
H -2.3555 -0.7586 3.2887 0.036 0.050 -0.013 0.106
H -4.3392 -2.0243 4.2346 0.006 0.001 0.009 0.117
H -5.2906 -3.4993 2.1215 -0.004 -0.007 0.001 0.094
H -3.5509 -2.8996 0.0972 0.040 -0.021 0.001 0.102

Relative energy (zero: lowest compared OMol25 entry of this formula, charge and spin) readings, ordered: 185.6 12.7 kJ/mol
Calculated total energy readings, ordered: -6985.8684 -3863.3255 Eh